(1)
Molecular formula: C21H28N4O3
Method: DFT, the ωB97M-V functional and the def2-TZVPD basis

Each line ends with the Mulliken charge.
Geometry (Å):
C  -6.937  -0.792  0.496  -1.413
C  -5.589  -0.515  -0.416  -0.465
H  -5.604  -0.998  -1.370  0.481
H  -5.627  0.527  -0.691  0.357
O  -4.576  -1.054  0.205  -0.372
C  -3.452  -0.363  0.036  0.339
O  -3.520  0.991  0.210  -0.216
C  -3.564  1.674  1.232  -0.092
C  -3.632  3.192  1.155  -1.101
H  -2.634  3.480  0.760  0.281
H  -3.714  3.803  2.261  0.285
H  -4.538  3.576  0.554  0.270
H  -4.432  1.090  1.721  0.229
H  -2.658  1.412  1.989  0.165
C  -2.945  -0.649  -1.574  -1.341
N  -1.651  -0.244  -1.550  -0.129
C  -0.466  -1.025  -1.109  0.311
C  -0.438  -2.244  -0.721  -0.800
C  0.952  -2.599  -0.456  0.569
N  1.904  -1.929  -0.203  -0.201
C  1.790  -0.694  -0.728  0.095
C  2.642  0.455  -0.501  0.510
C  2.022  1.592  -1.040  0.015
N  0.689  1.225  -1.153  -1.219
N  0.634  0.042  -1.303  0.841
C  2.600  2.894  -1.280  -1.512
H  3.385  2.868  -0.629  0.538
H  2.854  3.202  -2.336  0.203
H  1.641  3.536  -0.921  0.326
C  4.214  0.245  -0.251  0.559
C  5.127  0.921  -1.260  -1.165
C  6.441  0.679  -1.101  -1.119
C  6.954  0.092  0.181  -0.494
C  5.988  -0.585  1.042  -0.691
C  4.609  -0.404  0.851  0.991
O  3.855  -0.676  1.843  -0.237
C  2.944  0.013  2.261  -1.275
H  2.262  0.540  1.990  0.704
H  2.295  -0.560  3.119  0.239
H  3.344  0.888  3.114  0.233
H  6.420  -1.036  2.122  0.194
H  7.843  0.022  0.586  0.549
H  7.079  1.075  -1.652  0.650
H  4.713  1.142  -2.087  0.724
C  0.869  -4.087  -0.092  -1.261
H  2.140  -4.404  0.317  0.234
H  0.344  -4.511  0.806  0.343
H  0.898  -4.925  -0.845  0.304
H  -1.233  -2.746  -0.945  0.747
H  -1.571  0.859  -1.662  0.341
H  -3.548  -0.066  -2.211  0.476
H  -2.999  -1.667  -1.644  0.467
H  -2.480  -0.616  0.613  0.392
H  -7.808  -0.628  -0.066  0.411
H  -6.862  -0.271  1.441  0.323
H  -6.974  -1.748  0.890  0.410

Cartesian forces (eV/Å) of the 3 atoms listed first:
3.006 1.228 -1.191
-6.750 -0.035 -0.817
-1.061 -0.577 -1.020

ΔE to the lowest compared entry with this formula, charge and spin: 20.965 eV
Strongest force on any atom: 0.30900 Eh/bohr
HOMO level: -7.6888 eV

---

(2)
Molecular formula: C21H28N4O7
Method: DFT, the ωB97M-V functional and the def2-TZVPD basis

Each line ends with the Mulliken charge.
Geometry (Å):
C  -1.990  -2.999  1.679  -0.997
O  -2.969  -2.499  0.798  -0.398
C  -2.603  -1.514  -0.068  0.381
C  -1.353  -0.940  -0.138  -0.229
C  -1.088  0.088  -1.054  0.082
C  0.227  0.678  -1.116  -0.252
N  1.167  0.279  -0.354  -0.533
N  2.373  0.855  -0.451  0.050
C  3.437  0.512  0.307  0.424
O  3.486  -0.346  1.164  -0.644
C  4.658  1.362  -0.070  0.555
O  4.622  2.165  -0.989  -0.717
N  5.701  1.105  0.719  -0.137
C  7.023  1.641  0.538  -0.987
C  8.006  0.541  0.095  0.137
C  7.655  -0.055  -1.278  -0.515
C  7.853  -1.556  -1.068  -0.571
C  7.501  -1.700  0.410  -0.356
O  7.996  -0.528  1.033  -0.484
C  -2.104  0.531  -1.893  -1.395
C  -3.364  -0.040  -1.834  -0.624
C  -3.628  -1.062  -0.936  1.166
O  -4.824  -1.698  -0.791  -0.472
C  -5.944  -1.209  -1.493  -0.870
C  -6.333  0.241  -1.174  0.902
O  -6.563  1.023  -2.080  -0.678
N  -6.434  0.588  0.121  0.027
C  -6.184  -0.230  1.289  -0.770
C  -5.014  0.375  2.076  -0.378
O  -5.270  1.715  2.424  -0.426
C  -5.496  2.503  1.277  -0.494
C  -6.687  1.974  0.473  -0.762
H  -1.620  -2.220  2.352  0.385
H  -1.148  -3.437  1.135  0.374
H  -2.488  -3.774  2.259  0.246
H  -0.545  -1.252  0.501  0.765
H  0.383  1.481  -1.848  0.365
H  2.543  1.606  -1.133  0.343
H  5.576  0.378  1.415  0.290
H  7.369  2.068  1.483  0.398
H  6.967  2.422  -0.223  0.383
H  9.017  0.970  0.099  0.359
H  8.286  0.348  -2.066  0.407
H  6.615  0.159  -1.523  0.110
H  7.219  -2.164  -1.708  0.354
H  8.896  -1.829  -1.232  0.271
H  7.977  -2.555  0.894  0.337
H  6.412  -1.776  0.543  0.183
H  -1.916  1.326  -2.599  0.352
H  -4.136  0.325  -2.491  0.434
H  -5.794  -1.271  -2.578  0.389
H  -6.768  -1.874  -1.218  0.419
H  -5.952  -1.256  1.018  0.494
H  -7.083  -0.210  1.917  0.345
H  -4.866  -0.163  3.014  0.323
H  -4.097  0.311  1.471  0.277
H  -5.690  3.515  1.633  0.350
H  -4.598  2.504  0.639  0.293
H  -6.822  2.542  -0.448  0.415
H  -7.596  2.028  1.080  0.303

Cartesian forces (eV/Å) of the 3 atoms listed first:
0.177 -0.083 0.170
-0.191 0.265 -0.343
-0.157 -0.028 -0.028

ΔE to the lowest compared entry with this formula, charge and spin: 1.820 eV
Structure (SMILES): COc1cc(/C=N/NC(=O)C(=O)NC[C@@H]2CCCO2)ccc1OCC(=O)N1CCOCC1
Strongest force on any atom: 0.02669 Eh/bohr
HOMO level: -8.1308 eV

---

(3)
Molecular formula: C21H29AsBr2N3OV
Method: DFT, the ωB97M-V functional and the def2-TZVPD basis

Each line ends with the Mulliken spin population.
Geometry (Å):
V  0.753  0.830  -0.656  1.238
C  0.846  -3.477  -1.226  0.002
C  1.083  -2.059  -0.836  -0.052
N  0.389  -1.060  -1.249  -0.020
N  -0.571  -1.195  -2.225  -0.009
C  -0.694  -0.028  -2.814  0.002
O  0.021  1.014  -2.466  0.004
C  -1.655  0.131  -3.920  0.001
C  -1.575  1.251  -4.744  -0.002
C  -2.479  1.415  -5.781  0.001
C  -3.469  0.466  -5.993  -0.002
C  -3.550  -0.653  -5.174  0.001
C  -2.644  -0.825  -4.141  -0.001
C  2.209  -1.627  0.001  -0.028
C  3.095  -2.506  0.609  -0.012
C  4.177  -2.008  1.311  -0.018
C  4.359  -0.633  1.380  -0.009
C  3.436  0.187  0.765  -0.018
N  2.370  -0.280  0.098  -0.036
H  0.175  -3.512  -2.079  -0.002
H  0.387  -4.027  -0.400  -0.004
H  1.780  -3.977  -1.482  -0.002
H  -0.787  1.974  -4.583  -0.001
H  -2.409  2.280  -6.427  0.000
H  -4.176  0.595  -6.802  0.000
H  -4.321  -1.393  -5.342  0.000
H  -2.695  -1.692  -3.498  0.000
H  2.930  -3.571  0.524  -0.003
H  4.875  -2.680  1.792  -0.001
H  5.200  -0.200  1.901  -0.001
H  3.539  1.265  0.804  0.005
Br  0.781  3.549  -0.581  0.001
C  -0.923  3.669  -1.537  0.012
Br  -2.279  2.559  -0.771  0.002
H  -0.724  3.321  -2.541  -0.004
H  -1.227  4.706  -1.477  0.000
C  -0.770  -2.064  2.240  -0.001
C  0.243  -1.039  2.741  0.000
As  -0.031  0.697  1.887  -0.058
C  -1.827  1.162  2.500  -0.002
C  -2.043  1.001  3.999  -0.002
C  1.081  1.934  2.944  0.020
C  1.709  1.360  4.209  0.001
H  -0.558  -3.050  2.655  0.000
H  -0.763  -2.146  1.152  -0.001
H  -1.785  -1.798  2.540  0.000
H  1.266  -1.350  2.524  0.001
H  0.169  -0.913  3.820  0.000
H  -2.529  0.553  1.928  -0.001
H  -1.985  2.195  2.190  -0.001
H  -1.926  -0.034  4.320  0.000
H  -3.052  1.314  4.270  0.000
H  -1.348  1.615  4.574  0.000
H  0.437  2.785  3.177  0.001
H  1.857  2.313  2.277  -0.005
H  0.956  1.024  4.921  0.000
H  2.315  2.119  4.706  0.000
H  2.359  0.512  3.986  0.000

Cartesian forces (eV/Å) of the 3 atoms listed first:
-0.008 -0.171 -0.238
0.019 -0.051 0.022
0.618 -0.341 0.395

ΔE to the lowest compared entry with this formula, charge and spin: 0.319 eV
2S+1: 2
Strongest force on any atom: 0.01790 Eh/bohr
HOMO level (spin up / spin down): -10.7546 / -9.5416 eV
Charge: +1

---

(4)
Molecular formula: C21H29B2ClN2O16P2
Method: DFT, the ωB97M-V functional and the def2-TZVPD basis

Each line ends with the Mulliken charge.
Geometry (Å):
C  1.544  -2.479  2.525  -1.520
C  0.515  -1.817  1.599  -0.516
C  0.055  -0.395  2.009  0.635
C  1.235  0.383  2.608  -1.465
C  -1.210  -0.429  2.910  -0.109
O  -1.235  -1.727  3.524  -0.578
C  -1.332  0.532  4.122  0.091
O  -0.462  0.991  4.824  -0.644
N  -2.690  0.718  4.384  -0.094
C  -3.549  -0.039  3.477  0.297
O  -3.785  -1.260  4.175  -0.263
B  -4.727  -2.252  3.984  1.033
O  -5.794  -2.312  4.847  -0.531
O  -4.424  -3.254  3.080  -0.591
P  -5.301  0.764  3.357  0.144
N  -5.065  2.192  4.290  -0.447
O  -5.254  1.384  1.836  -0.365
C  -2.607  -0.131  2.230  -0.345
B  -3.066  -1.019  0.988  1.103
C  -4.567  -1.345  0.605  -0.897
O  -2.077  -1.476  0.147  -0.638
P  -2.183  1.575  1.406  0.182
O  -3.005  2.680  2.274  -0.441
Cl  -3.301  1.605  -0.351  -0.303
H  2.561  -2.181  2.267  0.212
H  1.465  -3.567  2.438  0.422
H  1.352  -2.248  3.575  0.308
H  -0.336  -2.475  1.449  0.398
H  0.981  -1.697  0.614  0.491
H  -0.165  0.118  1.073  0.102
H  0.962  1.441  2.687  0.519
H  1.505  0.065  3.612  0.373
H  2.076  0.325  1.917  -0.174
H  -1.321  -1.661  4.479  0.563
H  -2.900  0.579  5.365  0.395
H  -6.470  -2.933  4.566  0.265
H  -5.184  -3.681  2.675  0.268
H  -5.829  2.841  4.139  0.253
H  -5.007  1.995  5.283  0.214
H  -5.843  2.136  1.723  0.285
H  -4.825  -0.830  -0.328  0.384
H  -5.317  -1.039  1.334  0.182
H  -4.660  -2.421  0.436  0.239
H  -2.389  -1.510  -0.762  0.274
H  -2.378  3.292  2.678  0.349
O  6.582  0.331  -3.869  -0.677
C  5.892  0.192  -2.874  1.123
C  5.689  1.206  -1.865  -0.925
C  4.914  0.917  -0.810  0.262
O  4.651  1.768  0.170  -0.623
C  4.249  -0.434  -0.637  0.926
O  3.570  -0.576  0.365  -0.517
C  4.443  -1.444  -1.650  -1.010
C  5.211  -1.151  -2.709  0.316
O  5.452  -1.988  -3.705  -0.624
H  6.164  2.167  -1.996  0.461
H  4.070  1.290  0.796  0.324
H  3.954  -2.400  -1.525  0.498
H  6.035  -1.501  -4.322  0.363
O  3.350  0.574  -4.305  -0.407
C  2.959  1.071  -5.349  0.966
C  3.760  1.915  -6.202  -1.070
C  3.203  2.409  -7.318  0.396
O  3.834  3.191  -8.177  -0.585
C  1.768  2.113  -7.711  1.037
O  1.373  2.631  -8.739  -0.631
C  0.974  1.252  -6.862  -0.969
C  1.532  0.757  -5.748  0.256
O  0.905  -0.040  -4.896  -0.603
H  4.782  2.119  -5.914  0.480
H  3.186  3.396  -8.881  0.371
H  -0.043  1.036  -7.154  0.440
H  1.548  -0.236  -4.185  0.360

Cartesian forces (eV/Å) of the 3 atoms listed first:
-0.312 -0.145 0.084
0.246 0.066 -0.155
0.398 -0.111 0.020

Structure (SMILES): CC[C@H](C)[C@@]1(O)C(=O)N[C@@](OB(O)O)(P(N)O)[C@@]1(B(C)O)P(O)Cl.O=C1C=C(O)C(=O)C=C1O.O=C1C=C(O)C(=O)C=C1O
Strongest force on any atom: 0.02253 Eh/bohr
HOMO level: -8.2214 eV